Computed, not measured: 9 unconnected molecules or ions with the total composition C27H58F11N6O15S2 at a distorted geometry, with wB97M-V/def2-TZVPD.

Structure (XYZ):
```
119
C27H58F11N6O15S2 wB97M-V/def2-TZVPD
S -21.104 5.324 12.681
S -21.917 5.367 15.517
F -18.496 12.548 8.237
F -20.300 13.201 4.178
F -20.371 4.884 15.332
F -20.380 10.984 4.090
F -20.053 6.482 12.934
F -22.381 5.934 5.844
F -22.072 12.020 3.169
F -23.132 4.213 4.964
F -24.181 6.067 4.677
F -16.898 11.765 9.354
F -16.999 11.331 7.177
O -21.761 16.234 10.611
O -16.977 4.211 5.736
O -22.030 10.765 5.821
O -16.337 8.518 1.825
O -21.289 12.901 6.391
O -25.635 4.356 6.309
O -20.522 4.070 12.957
O -21.911 6.555 16.323
O -22.742 4.277 15.880
O -19.872 10.603 8.905
O -24.580 6.073 7.590
O -18.727 9.549 7.289
O -21.176 13.002 12.095
O -21.712 5.763 11.495
O -14.545 6.077 5.729
N -19.433 12.849 13.567
N -21.811 14.300 9.435
N -19.185 4.609 5.503
N -18.370 8.870 0.903
N -22.235 5.720 13.792
N -15.517 7.070 3.962
C -23.995 7.304 9.491
C -20.521 13.398 13.021
C -18.605 10.146 8.501
C -21.958 12.121 5.481
C -19.688 15.158 10.311
C -23.486 6.302 8.500
C -17.166 8.239 0.923
C -21.199 15.351 10.048
C -18.820 11.647 12.789
C -24.399 4.934 6.793
C -21.152 12.097 4.225
C -18.012 4.624 6.256
C -20.954 14.739 13.642
C -24.345 10.585 5.125
C -18.478 10.024 1.806
C -16.759 7.605 -0.374
C -14.675 5.921 4.547
C -14.707 8.431 4.043
C -23.366 10.640 6.290
C -13.939 5.162 3.503
C -20.777 9.558 9.118
C -22.989 13.857 10.202
C -18.105 5.407 7.633
C -22.155 10.241 9.466
C -19.211 3.814 4.237
C -23.510 5.325 5.587
C -17.678 11.439 8.343
H -17.879 11.882 12.354
H -15.396 9.283 3.998
H -18.263 9.452 9.274
H -19.112 14.661 9.494
H -20.090 4.898 5.943
H -14.112 8.467 3.108
H -22.863 14.136 11.241
H -22.571 6.608 7.965
H -23.779 4.157 7.292
H -19.455 11.484 11.938
H -19.681 14.549 11.239
H -23.340 9.695 6.804
H -22.953 12.550 5.255
H -25.365 10.999 5.277
H -12.938 5.636 3.520
H -22.756 9.510 9.928
H -26.082 5.119 5.980
H -19.267 16.116 10.654
H -23.092 5.267 13.618
H -20.761 8.917 8.166
H -22.649 10.583 8.562
H -23.656 11.487 6.942
H -24.356 8.135 8.943
H -23.480 7.461 10.420
H -16.774 8.469 -1.062
H -23.121 12.826 10.117
H -16.274 7.196 4.667
H -14.364 5.277 2.514
H -24.407 9.496 4.964
H -14.166 8.374 4.966
H -18.961 13.257 14.379
H -17.310 5.140 8.264
H -19.078 5.227 8.110
H -19.718 4.371 3.426
H -13.774 4.147 3.900
H -19.012 9.790 2.720
H -24.999 6.902 9.744
H -21.168 13.524 9.295
H -23.285 5.393 9.038
H -21.908 13.417 6.934
H -19.643 2.791 4.286
H -18.131 3.629 4.048
H -23.956 14.279 9.851
H -18.823 8.898 0.037
H -19.005 10.835 1.291
H -21.733 15.312 13.147
H -23.996 11.059 4.196
H -20.081 15.400 13.799
H -15.863 6.943 2.999
H -18.744 10.748 13.379
H -18.112 6.461 7.351
H -21.297 14.352 14.593
H -15.741 7.222 -0.297
H -19.515 9.786 6.900
H -17.483 10.310 2.182
H -21.890 11.084 10.084
H -20.414 9.010 9.967
H -17.510 7.060 -0.868
```

Frontier orbital gap in eV: 8.051
Total energy in Eh: -4415.28304
Net charge: +1
E_HOMO in eV: -10.7